Entry 1:
ORCA calculation (the ωB97M-V functional and the def2-TZVPD basis) on C5H11NO in the gas phase in a non-equilibrium geometry.

Each line ends with the Mulliken charge.
Atoms and positions in Å:
C1 2.85331 1.35595 -0.43840  -0.35
N1 1.59225 1.21352 -0.17836  -0.34
C2 1.21805 -0.04360 0.61161  -0.55
C3 -0.22277 -0.19229 1.12356  -0.47
C4 -0.88952 -0.86874 -0.22093  -0.44
C5 -2.34429 -0.57275 -0.39102  -0.65
O1 -2.56091 0.79805 -0.88494  -0.51
H1 3.14575 1.83081 -1.38968  0.26
H2 3.62753 1.36088 0.39526  0.25
H3 1.99564 -0.17507 1.49107  0.39
H4 1.52780 -0.92653 -0.06779  0.29
H5 -0.75064 0.73675 1.50909  0.33
H6 -0.28430 -0.97735 1.90310  0.28
H7 -0.57150 -1.93317 -0.05962  0.34
H8 -0.38037 -0.44076 -1.11139  0.26
H9 -2.93398 -0.69028 0.55153  0.31
H10 -2.71787 -1.38677 -1.00983  0.29
H11 -2.30418 0.91135 -1.83325  0.32

Values from the calculation:
Energy above the lowest of the compared OMol25 structures with the same formula, charge and spin   87.27 kcal per mole
Frontier orbital gap   9.52 eV
Lowest unoccupied orbital energy   0.64 eV
SMILES   C=NCCCCO
F_max   0.0795 hartree/bohr

Entry 2:
ORCA calculation (the ωB97M-V functional and the def2-TZVPD basis) on a 18-piece molecular cluster, C20H42Cl34N2O2 overall in a non-equilibrium geometry.

Each line ends with the Mulliken charge.
Atoms and positions in Å:
C1 -2.50072 -1.15221 -0.65530  0.58
N1 -1.37131 -1.06836 0.34044  -0.43
C2 -1.28981 0.26306 0.96510  0.60
N2 -0.25046 1.14058 0.38382  0.38
C3 0.19284 0.74312 -0.91314  0.30
O1 0.96591 -0.12875 -1.17186  -0.45
O2 -0.30572 1.47963 -1.96597  -0.22
H1 -2.70279 -0.11155 -0.97940  -0.07
H2 -3.38826 -1.67450 -0.25428  0.38
H3 -2.07017 -1.70582 -1.52515  -0.77
H4 -1.67714 -1.68799 1.08619  0.27
H5 -0.99859 0.09637 2.02849  0.24
H6 -2.29395 0.76826 1.01038  -0.73
H7 0.52109 1.31258 1.01367  -0.04
H8 -1.21561 1.75814 -1.76920  0.08
C4 -2.77533 4.48895 -2.01358  -0.16
Cl1 -3.29100 2.80002 -1.83872  -0.12
Cl2 -3.24106 5.45905 -0.61794  0.03
H9 -1.69477 4.51322 -2.11359  0.05
H10 -3.24051 4.90659 -2.90129  0.14
C5 -0.54134 -2.95137 -4.00031  0.19
Cl3 -0.31584 -4.32704 -5.08930  -0.09
Cl4 -1.98403 -3.15375 -2.99259  -0.23
H11 0.32110 -2.86886 -3.35459  -0.30
H12 -0.64973 -2.04736 -4.59142  0.33
C6 -4.95689 6.93840 2.84653  0.27
Cl5 -5.05325 7.96397 4.28504  -0.19
Cl6 -3.98210 7.68795 1.57823  -0.17
H13 -4.50318 5.99280 3.12057  0.04
H14 -5.95839 6.77332 2.46696  0.01
C7 3.23349 1.15984 2.38954  -0.03
Cl7 1.72113 0.56490 3.09358  -0.17
Cl8 2.94588 2.01333 0.86702  -0.15
H15 3.70088 1.83937 3.09034  0.16
H16 3.88826 0.31490 2.19946  0.15
C8 6.30114 0.02505 4.35598  -0.23
Cl9 6.93338 0.04214 2.70428  -0.16
Cl10 5.40142 1.50583 4.72059  -0.19
H17 5.63774 -0.82651 4.46914  0.29
H18 7.12943 -0.05740 5.04695  0.32
C9 -6.01504 3.96527 -4.08521  0.03
Cl11 -6.13066 4.98743 -2.64574  -0.10
Cl12 -5.02286 4.72543 -5.33751  -0.17
H19 -5.56068 3.01931 -3.80441  0.09
H20 -7.01488 3.79069 -4.48567  0.14
C10 1.33641 5.33608 -0.60639  -0.16
Cl13 -0.18388 4.75977 0.08151  -0.07
Cl14 1.07943 6.11663 -2.17331  -0.18
H21 1.78015 6.05438 0.07503  0.35
H22 2.00349 4.49045 -0.74164  0.06
C11 2.14455 -4.70701 -1.13161  -0.15
Cl15 2.75578 -4.62418 -2.78953  -0.13
Cl16 1.24596 -3.24852 -0.70092  -0.01
H23 1.48661 -5.56595 -1.04487  0.30
H24 2.98742 -4.81374 -0.45569  0.01
C12 -8.26769 4.22994 1.95809  -0.35
Cl17 -8.35603 5.21931 3.41985  -0.14
Cl18 -7.26014 4.99916 0.72539  -0.04
H25 -7.83726 3.26825 2.21699  0.20
H26 -9.26713 4.09475 1.55769  0.34
C13 8.70605 -3.39966 3.90753  0.27
Cl19 8.15399 -5.07798 3.91938  -0.15
Cl20 8.31993 -2.59058 5.43087  -0.16
H27 9.78222 -3.38520 3.77057  0.37
H28 8.21485 -2.87975 3.07332  -0.29
C14 -4.50572 1.82522 3.21086  -0.52
Cl21 -3.88617 1.79758 1.54781  0.00
Cl22 -5.33456 3.35165 3.55681  -0.08
H29 -5.20832 1.01167 3.33840  0.32
H30 -3.67922 1.71324 3.89830  0.27
C15 6.34694 -4.51794 0.61749  -0.37
Cl23 5.85350 -4.15385 -1.03913  -0.13
Cl24 6.79027 -3.05307 1.50786  -0.12
H31 5.52379 -5.00314 1.13196  0.27
H32 7.20663 -5.17937 0.58853  0.31
C16 2.24127 -0.76871 -5.50226  -0.53
Cl25 2.43186 -2.09862 -4.35209  -0.03
Cl26 1.56468 0.66490 -4.72255  -0.08
H33 3.21327 -0.52042 -5.91589  0.34
H34 1.57096 -1.08570 -6.29561  0.28
C17 -0.59742 -7.54196 -7.86265  -0.23
Cl27 -1.72905 -8.81946 -7.40150  -0.15
Cl28 0.35575 -6.98952 -6.48155  -0.12
H35 0.07556 -7.92764 -8.62124  0.27
H36 -1.15966 -6.70199 -8.25741  0.23
C18 12.08930 -3.95219 7.04885  -0.31
Cl29 10.79427 -4.52325 5.99044  -0.10
Cl30 12.59569 -2.31270 6.62380  -0.16
H37 11.73021 -3.95392 8.07269  0.27
H38 12.94039 -4.61811 6.95272  0.29
C19 -3.44515 -1.65351 5.27303  -0.40
Cl31 -2.80931 -1.73968 3.62933  -0.06
Cl32 -4.25429 -0.11081 5.56776  -0.12
H39 -4.16094 -2.45643 5.41451  0.31
H40 -2.62443 -1.75903 5.97469  0.30
C20 -7.11277 0.59511 -5.68851  -0.13
Cl33 -6.44398 0.54953 -7.32119  -0.15
Cl34 -8.01258 2.09229 -5.39899  -0.16
H41 -7.78497 -0.24661 -5.56009  0.31
H42 -6.29811 0.53226 -4.97357  0.14

Values from the calculation:
Frontier orbital gap   8.70 eV
Lowest unoccupied orbital energy   0.14 eV
F_max   0.0433 hartree/bohr

Entry 3:
ORCA calculation (the ωB97M-V functional and the def2-TZVPD basis) on a 3-piece molecular cluster, C5H15NO3S overall in a non-equilibrium geometry.

Each line ends with the Mulliken charge.
Atoms and positions in Å:
O1 -2.02186 0.80685 2.00808  -0.54
C1 -1.85309 -0.31232 2.50561  -0.15
N1 -0.88465 -1.06941 1.78338  -0.15
C2 -0.07322 -0.46360 0.66095  -0.35
C3 -0.04794 -1.44488 -0.53100  -0.60
C4 -0.25262 -0.84726 -1.99641  -0.69
C5 1.07855 -0.29333 -2.60129  -0.58
S1 2.31428 -1.69985 -2.54390  -0.23
H1 -2.36455 -0.56465 3.38462  0.47
H2 -0.60091 -1.90264 2.19396  0.19
H3 -0.37678 0.49580 0.39566  0.44
H4 1.01712 -0.32347 1.02558  0.11
H5 -0.95630 -2.08387 -0.39543  0.26
H6 0.80802 -2.11714 -0.40339  0.41
H7 -0.75828 -1.52901 -2.62247  0.38
H8 -0.77528 0.06955 -1.66733  0.28
H9 0.99589 0.15986 -3.63512  0.37
H10 1.48992 0.47523 -1.97760  0.28
H11 2.55581 -1.90758 -1.25064  0.13
O2 0.84103 2.10004 1.65871  -0.67
H12 -0.03336 2.67365 1.66213  0.32
H13 0.62802 1.75369 2.55930  0.32
O3 -1.55778 3.73236 1.14634  -0.69
H14 -1.85958 3.22020 1.90138  0.36
H15 -1.80702 3.31815 0.31589  0.33

Values from the calculation:
Energy above the lowest of the compared OMol25 structures with the same formula, charge and spin   52.10 kcal per mole
Frontier orbital gap   9.53 eV
Lowest unoccupied orbital energy   0.55 eV
SMILES   O=CNCCCCS.O.O
F_max   0.1316 hartree/bohr

Entry 4:
ORCA calculation (the ωB97M-V functional and the def2-TZVPD basis) on Cl3HOSi in the gas phase in a non-equilibrium geometry.

Each line ends with the Mulliken charge.
Atoms and positions in Å:
O1 0.06553 -0.46711 0.59009  -0.41
Si1 0.50321 0.32707 1.89838  0.71
Cl1 -0.69983 1.85951 2.41651  -0.15
Cl2 2.48250 1.60115 1.23823  -0.36
Cl3 0.68293 -1.16187 3.34345  -0.18
H1 0.49607 -0.50958 -0.37972  0.39

Values from the calculation:
Energy above the lowest of the compared OMol25 structures with the same formula, charge and spin   24.50 kcal per mole
Frontier orbital gap   10.63 eV
Lowest unoccupied orbital energy   -0.36 eV
SMILES   O[Si](Cl)(Cl)Cl
F_max   0.0791 hartree/bohr

Entry 5:
ORCA calculation (the ωB97M-V functional and the def2-TZVPD basis) on a 3-piece molecular cluster, CH2N2O2S overall in a non-equilibrium geometry.

Each line ends with the Mulliken charge.
Atoms and positions in Å:
O1 -1.15598 -3.34018 -1.78395  -0.34
C1 -1.93227 -3.14027 -0.97695  0.72
O2 -2.70109 -2.94536 -0.13188  -0.38
N1 -3.20743 -0.73710 -2.15787  0.05
N2 -3.49317 -1.56394 -2.83399  -0.05
S1 0.56475 1.19793 0.28962  -0.27
H1 1.83576 1.53533 0.16075  0.14
H2 0.47911 2.00232 1.28956  0.13

Values from the calculation:
Energy above the lowest of the compared OMol25 structures with the same formula, charge and spin   2.77 kcal per mole
Frontier orbital gap   10.56 eV
Lowest unoccupied orbital energy   0.69 eV
SMILES   O=C=O.N#N.S
F_max   0.0475 hartree/bohr

Entry 6:
ORCA calculation (the ωB97M-V functional and the def2-TZVPD basis) on a 4-piece molecular cluster, C48H36NO9S overall in a non-equilibrium geometry.

Each line ends with the Mulliken charge.
Atoms and positions in Å:
C1 3.58241 -5.70410 1.64935  -0.98
N1 2.45761 -4.89371 1.14379  0.66
C2 2.65497 -3.45012 1.34083  -0.80
C3 2.08300 -5.23207 -0.21979  0.10
O1 2.85917 -5.32887 -1.17573  -0.63
C4 0.54046 -5.55714 -0.51629  -0.02
C5 -0.19931 -6.25147 0.69819  -1.13
S1 -1.04914 -5.03048 1.74730  1.26
C6 -2.82062 -4.78083 1.31238  -0.84
O2 -1.03825 -5.57359 3.16831  -0.78
O3 -0.41774 -3.65393 1.79513  -0.67
H1 3.63874 -6.72742 1.16329  0.33
H2 4.59136 -5.20074 1.59459  0.26
H3 3.37038 -5.90244 2.75137  0.32
H4 2.32820 -3.22340 2.40776  0.35
H5 2.01425 -2.80245 0.68247  -0.07
H6 3.72604 -3.10039 1.25104  0.35
H7 0.54483 -6.25655 -1.40802  0.42
H8 0.01631 -4.61351 -0.85688  -0.08
H9 0.61056 -6.69874 1.35345  0.21
H10 -3.39974 -4.76465 2.28735  0.29
H11 -3.24215 -5.61088 0.68613  0.29
H12 -2.96198 -3.75204 0.85700  0.19
C7 1.31622 0.36667 1.59735  -1.23
C8 0.61027 -0.82939 1.48512  -0.47
C9 -0.35266 -0.97864 0.49623  -0.55
C10 -0.62216 0.07442 -0.37715  0.01
C11 0.06996 1.28281 -0.24928  0.51
C12 1.04765 1.42130 0.73329  -0.71
C13 -0.23934 2.42486 -1.13827  0.58
O4 0.36418 3.47920 -1.03289  -0.75
C14 -1.30562 2.26951 -2.15806  0.56
C15 -1.64961 3.35356 -2.96485  -0.70
C16 -2.63760 3.21511 -3.93151  -0.68
C17 -3.27980 1.99121 -4.10296  -0.69
C18 -2.94427 0.91043 -3.29805  -0.58
C19 -1.96312 1.04979 -2.31712  0.39
C20 -1.63781 -0.09904 -1.43932  0.71
O5 -2.20393 -1.16717 -1.58703  -0.72
H13 2.07435 0.47805 2.36477  0.45
H14 0.81149 -1.64550 2.16667  0.84
H15 -0.89394 -1.91377 0.41243  0.48
H16 1.59657 2.35096 0.82917  0.56
H17 -1.15078 4.30774 -2.83776  0.53
H18 -2.90688 4.06118 -4.55416  0.41
H19 -4.04589 1.88178 -4.86263  0.42
H20 -3.45002 -0.03916 -3.43194  0.51
C21 6.75836 -2.98021 -2.58917  -0.43
C22 5.54438 -3.63498 -2.39150  -0.65
C23 4.35095 -2.93817 -2.51914  -0.63
C24 4.36591 -1.58055 -2.83163  0.08
C25 5.58219 -0.91768 -3.00529  0.31
C26 6.77888 -1.62429 -2.89493  -0.54
C27 5.61277 0.53683 -3.28804  0.56
O6 6.67361 1.11749 -3.44382  -0.70
C28 4.33001 1.27740 -3.36866  0.34
C29 4.34198 2.65628 -3.57568  -0.64
C30 3.14531 3.35630 -3.66475  -0.72
C31 1.93163 2.68157 -3.55692  -0.18
C32 1.91497 1.30948 -3.34566  -0.53
C33 3.11413 0.60575 -3.24142  -0.01
C34 3.08390 -0.85262 -2.97982  0.54
O7 2.02285 -1.43980 -2.88189  -0.69
H21 7.69044 -3.52717 -2.49857  0.39
H22 5.52819 -4.68928 -2.13984  0.49
H23 3.40915 -3.45352 -2.36942  0.71
H24 7.72623 -1.11847 -3.04172  0.46
H25 5.28337 3.18646 -3.66325  0.46
H26 3.15738 4.42935 -3.82019  0.43
H27 0.99771 3.22774 -3.63327  0.35
H28 0.96767 0.78892 -3.25740  0.69
C35 -5.79807 1.94326 0.46675  -0.84
C36 -4.46291 1.59372 0.28118  -0.07
C37 -3.49700 2.03253 1.17752  -0.27
C38 -3.86184 2.83346 2.25756  -0.26
C39 -5.19659 3.20376 2.43031  0.37
C40 -6.16556 2.74689 1.53804  -0.68
C41 -5.59207 4.09502 3.54604  0.55
O8 -6.75718 4.41622 3.70042  -0.69
C42 -4.54442 4.59685 4.46691  0.10
C43 -4.89090 5.48153 5.48716  -0.52
C44 -3.91874 5.94693 6.36309  -0.45
C45 -2.59857 5.52389 6.22969  -0.50
C46 -2.24797 4.64717 5.21161  -0.44
C47 -3.21833 4.18908 4.32195  0.11
C48 -2.82628 3.28136 3.21755  0.51
O9 -1.67233 2.91521 3.09853  -0.63
H29 -6.55217 1.59244 -0.22887  0.41
H30 -4.17639 0.97656 -0.56291  0.42
H31 -2.45902 1.75321 1.03148  0.71
H32 -7.20522 3.02060 1.67525  0.47
H33 -5.91740 5.81163 5.59769  0.45
H34 -4.18961 6.63892 7.15272  0.39
H35 -1.84158 5.88211 6.91837  0.39
H36 -1.21838 4.32439 5.10882  0.48

Values from the calculation:
Energy above the lowest of the compared OMol25 structures with the same formula, charge and spin   16.79 kcal per mole
Frontier orbital gap   3.90 eV
Charge   -1
Lowest unoccupied orbital energy   0.45 eV
F_max   0.0901 hartree/bohr